No. 1
{
  "formula": "C53H119N5O13",
  "method": "ωB97M-V/def2-TZVPD",
  "species": ["O", "O", "O", "O", "O", "O", "O", "O", "O", "O", "O", "O", "O", "N", "N", "N", "N", "N", "C", "C", "C", "C", "C", "C", "C", "C", "C", "C", "C", "C", "C", "C", "C", "C", "C", "C", "C", "C", "C", "C", "C", "C", "C", "C", "C", "C", "C", "C", "C", "C", "C", "C", "C", "C", "C", "C", "C", "C", "C", "C", "C", "C", "C", "C", "C", "C", "C", "C", "C", "C", "C", "H", "H", "H", "H", "H", "H", "H", "H", "H", "H", "H", "H", "H", "H", "H", "H", "H", "H", "H", "H", "H", "H", "H", "H", "H", "H", "H", "H", "H", "H", "H", "H", "H", "H", "H", "H", "H", "H", "H", "H", "H", "H", "H", "H", "H", "H", "H", "H", "H", "H", "H", "H", "H", "H", "H", "H", "H", "H", "H", "H", "H", "H", "H", "H", "H", "H", "H", "H", "H", "H", "H", "H", "H", "H", "H", "H", "H", "H", "H", "H", "H", "H", "H", "H", "H", "H", "H", "H", "H", "H", "H", "H", "H", "H", "H", "H", "H", "H", "H", "H", "H", "H", "H", "H", "H", "H", "H", "H", "H", "H", "H", "H", "H", "H", "H", "H", "H", "H", "H"],
  "coordinates": [[5.243, 1.362, 2.668], [0.815, 1.826, 4.523], [-1.275, -3.439, 2.822], [0.319, -1.553, 4.749], [-0.817, 7.439, 0.398], [-3.834, 1.129, 1.251], [-6.027, 2.351, -2.332], [-5.732, 2.058, 3.225], [-2.303, -2.639, 0.367], [-0.528, -0.518, 0.784], [5.968, -1.174, 0.178], [-4.910, -6.209, -0.675], [-4.116, -4.101, 2.139], [-5.610, 2.200, -3.763], [6.476, -2.349, 0.899], [-1.087, 5.976, 0.143], [5.387, 2.666, 2.067], [-4.036, -7.049, -1.510], [-2.730, -6.487, -1.528], [3.156, 2.495, 1.209], [-4.725, -7.502, -2.707], [8.251, -3.338, 2.292], [6.726, 4.648, 1.710], [-3.272, -4.687, 3.113], [-3.813, -8.465, -3.481], [4.641, 4.260, 0.489], [-1.578, 5.353, 1.385], [5.394, -3.028, 1.560], [8.778, -2.060, 0.307], [4.598, 2.823, 0.889], [-2.411, -7.910, -3.665], [-6.599, 4.301, -4.274], [-1.931, 3.928, 1.044], [5.933, -4.241, 2.283], [-5.232, -6.413, -3.619], [-5.380, -0.210, -3.328], [-1.472, -0.522, -0.270], [6.866, 3.477, 3.740], [4.424, -3.489, 0.567], [6.032, 4.790, 0.348], [-0.583, 5.476, 2.556], [-0.402, -0.343, 4.418], [-2.875, 6.069, 1.762], [-0.938, 3.175, 0.201], [-4.370, 0.773, -5.379], [0.145, 6.080, -1.969], [-2.315, -3.745, 3.736], [0.439, 0.681, 3.658], [-1.861, -1.893, -0.787], [0.019, 5.411, -0.626], [6.680, 3.224, 2.284], [-2.165, -6.482, -0.112], [-5.897, -8.369, -2.237], [-4.724, 1.057, -3.917], [7.917, -0.840, 2.348], [1.398, 5.477, 0.056], [-5.274, 2.927, 2.150], [7.938, 2.475, 1.710], [5.082, 1.989, -0.264], [-4.813, 2.118, 0.952], [-5.288, 3.110, -5.967], [-2.641, -5.088, -2.080], [7.803, -2.141, 1.490], [-0.507, 3.999, -0.980], [-1.788, -7.388, -2.356], [-5.404, 3.457, -4.461], [7.138, -3.978, 3.143], [4.711, -2.174, 2.632], [-4.177, 2.025, -6.240], [-4.211, 4.294, -3.997], [-3.390, 1.237, -3.138], [-5.513, -9.120, -1.536], [5.885, 5.825, 0.034], [-4.231, 4.360, -2.901], [7.458, -4.915, 3.599], [-6.669, -7.810, -1.699], [-0.077, 0.991, 2.736], [4.122, 4.958, 1.165], [7.407, -0.958, 3.306], [-6.272, 2.736, -6.289], [-2.839, 0.292, -3.027], [7.774, 3.995, 4.025], [3.883, -2.719, 0.032], [-0.931, 5.018, 3.494], [-4.458, 2.811, 0.184], [-0.448, 6.531, 2.841], [3.771, -4.250, 0.990], [-3.303, -4.384, -1.564], [6.363, 5.352, 2.467], [4.999, -4.063, -0.179], [3.832, -2.716, 3.007], [-1.576, -8.259, -1.731], [4.757, 2.338, -1.246], [-0.507, -3.103, 3.317], [-1.432, 4.172, -1.549], [-1.532, -3.087, 0.752], [-3.580, -3.661, 1.455], [-4.181, -8.710, -4.473], [2.480, 2.680, 0.376], [-3.258, 3.812, -4.212], [-2.968, -5.077, -3.127], [-5.094, 0.060, -5.802], [5.129, -4.694, 2.864], [-3.451, 6.160, 0.837], [-4.302, 1.704, -7.282], [1.028, 5.749, -2.518], [2.220, 5.297, -0.634], [-1.091, -6.337, -0.133], [-1.150, 0.070, -1.138], [-6.659, 5.122, -5.002], [-1.876, -4.233, 4.617], [-2.820, -2.830, 4.056], [9.058, -3.017, 2.964], [5.986, 4.025, 4.095], [-0.919, -6.809, -2.664], [8.726, -4.142, 1.713], [0.436, 5.139, 2.400], [1.549, 6.553, 0.265], [6.174, 2.021, -0.356], [-5.031, 4.003, -6.543], [7.487, 0.015, 1.820], [6.204, -4.975, 1.506], [1.256, -1.327, 4.742], [-4.937, -1.092, -3.788], [-2.688, -1.731, -1.479], [4.829, 0.948, -0.077], [7.817, 1.937, 0.761], [6.570, 4.216, -0.411], [-3.461, 0.154, -5.427], [7.772, 4.944, 1.588], [-6.488, 4.877, -3.345], [-0.859, 0.116, 5.298], [4.310, -1.232, 2.234], [0.014, 2.367, 4.586], [-3.489, 1.771, -2.198], [-1.651, -4.649, -2.049], [-4.406, 3.450, 2.552], [0.195, 3.479, -1.640], [-6.353, -8.910, -3.065], [-6.131, -6.760, -4.158], [-1.744, -8.752, -3.904], [-4.557, -5.984, -4.355], [-3.973, -5.036, 3.886], [-6.956, 2.088, -2.266], [-3.700, -9.362, -2.861], [-2.919, 3.877, 0.564], [-2.444, -0.086, 0.017], [-2.611, -5.694, 0.503], [2.833, 3.080, 2.073], [5.917, -0.488, 0.886], [-3.231, 2.565, -6.136], [-2.404, -7.243, -4.530], [-5.437, -6.842, -0.170], [-1.056, -2.436, -1.280], [-2.706, 7.057, 2.179], [8.738, 3.157, 1.399], [-2.111, 3.361, 1.973], [-6.449, -0.195, -3.578], [1.344, 0.202, 3.252], [9.826, -2.038, 0.629], [3.067, 1.425, 1.420], [8.638, -2.849, -0.426], [-7.533, 3.744, -4.289], [-1.369, 2.241, -0.167], [8.634, -1.112, -0.236], [-3.426, 5.464, 2.483], [-0.943, -1.023, 1.509], [-5.688, -5.595, -3.037], [4.055, 4.425, -0.419], [-0.731, 5.914, -2.599], [8.957, -0.574, 2.542], [8.395, 1.812, 2.455], [1.557, 4.971, 0.992], [6.805, 2.521, 4.285], [-2.450, -7.408, 0.402], [-4.246, 5.296, -4.415], [5.357, -1.955, 3.477], [-1.317, 7.909, -0.280], [5.096, 1.532, 3.608], [-6.061, 3.608, 1.811], [0.282, 7.164, -1.853], [-6.512, 1.577, 2.914], [-4.209, 0.477, 1.853], [-1.233, -0.650, 3.763], [-0.038, 2.885, 0.754], [6.877, -3.267, 3.938], [-2.668, 1.742, -3.804], [-5.262, -0.265, -2.248], [-5.693, 1.593, 0.521], [-2.797, -5.612, 2.754]],
  "mulliken_charge": [-0.08, -0.56, -0.34, -0.55, -0.55, -0.14, -0.30, -0.58, -0.30, -0.17, -0.44, -0.44, -0.56, 0.15, 0.03, 0.18, 0.28, 0.29, 1.92, -2.00, 1.79, -1.36, -1.53, -0.56, -1.17, -1.12, 1.86, 2.23, -2.26, 2.58, -0.75, -2.15, -0.51, -1.45, -1.91, -2.12, 0.18, -2.16, -2.24, -1.14, -1.51, 0.09, -1.97, 1.84, -1.37, -2.15, -0.25, 0.84, -0.88, 2.38, 1.96, -1.57, -2.12, 2.14, -1.11, -1.50, -0.12, -1.76, -1.93, -0.22, -1.36, -1.65, 2.10, -1.23, -1.26, 2.04, -0.64, -1.70, -0.65, -1.90, -1.44, 0.45, 0.48, 0.29, 0.40, 0.47, -0.62, 0.25, 0.20, 0.41, 0.35, 0.37, 0.34, 0.38, -0.21, 0.41, 0.40, 0.30, 0.44, 0.49, 0.55, 0.40, 0.37, 0.14, -0.01, 0.15, 0.33, 0.39, 0.19, 0.29, 0.23, 0.50, 0.45, 0.43, 0.41, 0.37, 0.31, 0.36, 0.41, 0.44, 0.41, 0.23, 0.42, 0.49, 0.34, 0.43, 0.11, 0.38, 0.44, 0.41, -0.26, 0.40, 0.30, 0.50, 0.34, 0.34, 0.31, 0.34, 0.32, 0.47, 0.38, 0.31, 0.11, 0.35, -0.02, 0.39, -0.09, 0.53, 0.46, 0.47, 0.40, 0.32, 0.40, 0.27, 0.42, -0.44, -0.13, -0.11, 0.59, 0.16, 0.32, 0.37, 0.32, 0.38, 0.40, 0.42, 0.51, 0.51, -0.14, 0.41, 0.11, 0.50, 0.46, -1.04, 0.30, 0.32, 0.08, 0.32, 0.33, 0.33, 0.67, 0.35, -0.13, 0.48, 0.60, 0.55, 0.34, 0.35, 0.22, 0.35, 0.51, 0.35, 0.20, 0.04, -0.65, 0.31, 0.34, 0.22, 0.56, 0.19],
  "homo_ev": -8.21,
  "orbital_gap_ev": 8.64,
  "smiles": "CC1(C)CCCC(C)(C)N1O.CC1(C)CCCC(C)(C)N1O.CC1(C)CCCC(C)(C)N1O.CC1(C)CCCC(C)(C)N1O.CC1(C)CCCC(C)(C)N1O.OCCO.OCCO.OCCO.OCCO",
  "e_tot_ha": -3342.3545
}

---

No. 2
{
  "formula": "C53H119N5O9",
  "method": "ωB97M-V/def2-TZVPD",
  "species": ["O", "O", "O", "O", "O", "O", "O", "O", "O", "N", "N", "N", "N", "N", "C", "C", "C", "C", "C", "C", "C", "C", "C", "C", "C", "C", "C", "C", "C", "C", "C", "C", "C", "C", "C", "C", "C", "C", "C", "C", "C", "C", "C", "C", "C", "C", "C", "C", "C", "C", "C", "C", "C", "C", "C", "C", "C", "C", "C", "C", "C", "C", "C", "C", "C", "C", "C", "H", "H", "H", "H", "H", "H", "H", "H", "H", "H", "H", "H", "H", "H", "H", "H", "H", "H", "H", "H", "H", "H", "H", "H", "H", "H", "H", "H", "H", "H", "H", "H", "H", "H", "H", "H", "H", "H", "H", "H", "H", "H", "H", "H", "H", "H", "H", "H", "H", "H", "H", "H", "H", "H", "H", "H", "H", "H", "H", "H", "H", "H", "H", "H", "H", "H", "H", "H", "H", "H", "H", "H", "H", "H", "H", "H", "H", "H", "H", "H", "H", "H", "H", "H", "H", "H", "H", "H", "H", "H", "H", "H", "H", "H", "H", "H", "H", "H", "H", "H", "H", "H", "H", "H", "H", "H", "H", "H", "H", "H", "H", "H", "H", "H", "H", "H", "H", "H", "H"],
  "coordinates": [[7.811, 3.978, 4.336], [-2.639, 3.989, 3.773], [-0.690, 1.223, -0.372], [4.144, -8.861, 3.686], [3.079, 9.195, -7.875], [-6.272, -4.583, 4.984], [-0.429, 1.930, -5.546], [-4.313, 6.828, -1.105], [-7.272, -4.706, -3.214], [-6.584, -4.261, -4.348], [4.382, 8.587, -7.698], [7.932, 3.081, 5.393], [2.904, -8.840, 2.991], [-6.991, -3.536, 4.342], [-9.232, -4.018, 5.362], [7.611, 1.128, 3.970], [0.850, -10.081, 2.208], [-8.457, -5.225, 3.303], [8.604, 0.817, 6.181], [-1.731, 3.732, 5.959], [-5.010, -1.994, 4.457], [1.326, 1.816, -7.084], [4.359, 7.920, -10.104], [1.435, 1.967, 0.265], [6.187, 7.900, -6.130], [-7.214, -1.175, 3.661], [-6.536, -2.157, 4.661], [-2.301, 4.654, 4.903], [2.122, -7.555, 3.239], [0.770, 1.266, -5.785], [-9.109, -2.776, 3.155], [0.024, -8.856, 2.443], [5.159, 8.641, -8.959], [-3.123, 7.237, -1.761], [0.841, -7.591, 2.390], [3.962, 8.401, -5.239], [3.053, -11.117, 2.152], [-6.944, -2.910, -4.751], [-4.944, -3.103, -6.410], [6.860, 3.201, 6.376], [-3.336, 8.379, -2.804], [-8.409, -3.871, 4.020], [-8.500, -2.733, -4.909], [-5.332, -6.462, -4.401], [9.934, 1.943, 4.300], [-4.236, -4.407, -3.553], [2.895, -6.301, 2.676], [8.488, 1.787, 4.965], [-6.394, -2.729, -6.155], [7.390, 0.741, 7.153], [2.137, -10.157, 3.027], [1.836, -10.707, 4.471], [-6.896, -1.814, 6.122], [7.012, 2.202, 7.562], [7.135, 7.984, -7.343], [5.414, 10.082, -9.478], [1.779, -7.278, 4.699], [-5.284, -4.919, -4.540], [0.515, 0.737, -0.029], [5.464, 10.269, -6.073], [6.441, 7.736, -8.700], [5.444, 3.007, 5.776], [-6.398, -1.744, -3.801], [4.974, 8.850, -6.321], [-8.696, -1.307, 3.537], [-4.898, -4.581, -6.035], [6.968, 4.623, 6.973], [4.676, 10.989, -6.294], [5.134, 7.722, -10.845], [2.673, -7.558, 5.257], [-8.900, -2.826, 2.086], [6.146, 10.699, -8.958], [-9.538, -3.017, 5.667], [3.915, 6.934, -9.969], [4.762, -8.677, 2.975], [9.932, 2.642, 3.464], [0.772, 0.034, -0.822], [6.449, 10.428, -6.512], [0.547, 0.200, -5.806], [2.632, -12.122, 2.124], [-9.428, -5.504, 2.892], [5.908, 6.847, -6.092], [2.521, 8.465, -7.598], [2.335, 1.584, 0.745], [-8.844, -1.766, -5.275], [6.703, 0.728, 4.421], [-6.510, -2.147, -2.795], [-6.345, -0.966, 6.529], [-1.374, 4.417, 6.727], [1.560, 2.881, -7.099], [8.617, 4.431, 4.593], [-0.523, -8.835, 3.386], [7.727, 0.216, 8.047], [6.607, 0.192, 6.629], [3.264, -10.652, 1.189], [-2.534, 3.214, 6.484], [-2.459, 7.604, -0.978], [6.152, 2.071, 8.218], [-7.953, -1.602, 6.286], [10.617, 2.317, 5.063], [2.420, -5.354, 2.932], [1.586, 1.364, -5.068], [-5.346, -1.517, -3.974], [2.948, 8.774, -5.379], [1.009, -10.303, 1.153], [-6.462, -4.479, 5.919], [0.895, -10.334, 4.875], [-0.705, -8.848, 1.634], [-3.985, 8.141, -3.647], [-5.939, -6.823, -5.231], [-3.246, 4.536, 3.269], [-5.757, -6.837, -3.470], [-3.111, 5.199, 5.388], [-7.053, -3.100, -6.940], [-0.663, 1.673, -4.651], [-3.702, 9.234, -2.235], [6.708, 7.995, -5.177], [2.937, -6.448, 1.597], [-5.508, -5.142, -6.743], [-6.836, -4.455, -2.396], [5.810, 10.459, -5.057], [-8.958, -3.501, -5.533], [-6.926, -0.174, 3.981], [-7.028, -0.855, -3.845], [-9.119, -0.626, 2.798], [-8.258, -5.963, 4.080], [3.621, 8.540, -10.613], [5.216, 1.970, 5.530], [-4.330, -6.868, -4.542], [-2.649, 6.336, -2.151], [-6.470, -1.655, -6.326], [2.267, 1.299, -7.268], [-8.750, -4.466, 6.231], [1.743, -11.792, 4.516], [-2.403, 8.724, -3.250], [-4.235, -2.514, -5.828], [-10.236, -4.441, 5.336], [1.098, -7.391, 1.350], [-9.188, -1.024, 4.468], [1.508, -6.264, 4.993], [9.569, 0.828, 6.687], [5.257, 3.567, 4.859], [7.664, 8.936, -7.381], [8.081, 0.220, 3.593], [-4.589, -2.226, 3.478], [4.475, 10.592, -9.263], [-4.455, -2.506, 5.243], [6.442, 5.349, 6.352], [7.904, 7.224, -7.206], [-3.904, -4.936, -6.310], [-1.503, 5.351, 4.648], [-4.824, -0.941, 4.666], [3.912, -6.352, 3.065], [7.188, 8.081, -9.416], [3.988, -11.294, 2.684], [10.324, 1.004, 3.909], [0.468, 0.170, 0.901], [-5.051, 6.541, -1.647], [-8.991, -2.853, -3.943], [6.570, 4.676, 7.986], [0.598, 1.674, -7.883], [7.796, 2.537, 8.242], [-4.703, -3.049, -7.471], [8.538, -0.169, 5.722], [8.010, 4.892, 7.148], [-3.290, -4.948, -3.547], [2.610, -10.355, 5.153], [-3.945, -3.443, -3.970], [-6.736, -1.305, 2.689], [5.499, 10.188, -10.560], [7.340, 1.751, 3.118], [1.008, 2.659, 0.991], [6.270, 6.660, -8.689], [-10.172, -2.882, 3.371], [-4.533, -4.264, -2.514], [-0.722, 1.935, 0.272], [1.705, 2.526, -0.631], [-6.604, -2.582, 6.838], [4.216, 8.688, -4.218], [1.025, -8.024, 4.949], [0.277, -6.685, 2.613], [3.791, 7.327, -5.176], [4.651, 3.212, 6.496], [-0.966, 3.044, 5.601], [-7.674, -5.373, 2.559], [0.277, -10.931, 2.579]],
  "mulliken_charge": [-0.47, -0.49, -0.47, -0.48, -0.48, -0.43, -0.51, -0.54, -0.46, 0.26, 0.19, 0.39, 0.25, 0.14, -1.64, -1.87, -1.21, -1.85, -1.18, -1.03, -1.84, -1.09, -1.86, -1.07, -1.24, -1.17, 1.35, -0.21, 1.53, -0.13, -1.16, -0.68, 1.39, -0.21, -1.31, -1.92, -1.95, 1.53, -0.60, 1.51, -0.94, 1.57, -1.90, -1.78, -1.82, -1.37, -1.88, 1.53, -1.33, -0.76, 1.55, -1.70, -1.50, -1.15, -0.79, -1.68, -1.65, 1.35, -0.19, -1.73, -0.98, -1.78, -1.54, 1.64, -0.70, -1.28, -1.93, 0.35, 0.48, 0.34, 0.38, 0.31, 0.37, 0.40, 0.35, 0.41, 0.29, 0.28, 0.27, 0.42, 0.38, 0.40, 0.35, 0.29, 0.40, 0.39, 0.32, 0.41, 0.33, 0.29, 0.38, 0.34, 0.36, 0.33, 0.47, 0.28, 0.23, 0.43, 0.31, 0.44, 0.36, 0.26, 0.30, 0.43, 0.45, 0.34, 0.36, 0.38, 0.32, 0.44, 0.30, 0.34, 0.28, 0.47, 0.30, 0.26, 0.44, 0.46, 0.42, 0.33, 0.45, 0.44, 0.44, 0.45, 0.39, 0.40, 0.37, 0.35, 0.38, 0.27, 0.40, 0.35, 0.29, 0.43, 0.31, 0.27, 0.44, 0.44, 0.30, 0.41, 0.40, 0.40, 0.33, 0.48, 0.40, 0.44, 0.37, 0.38, 0.40, 0.41, 0.25, 0.42, 0.42, 0.41, 0.44, 0.36, 0.22, 0.30, 0.40, 0.40, 0.28, 0.45, 0.37, 0.34, 0.46, 0.39, 0.35, 0.34, 0.41, 0.42, 0.31, 0.35, 0.41, 0.41, 0.23, 0.31, 0.28, 0.34, 0.37, 0.35, 0.42, 0.41, 0.43, 0.30, 0.43, 0.35],
  "homo_ev": -8.10,
  "orbital_gap_ev": 8.32,
  "smiles": "CC1(C)CCCC(C)(C)N1O.CC1(C)CCCC(C)(C)N1O.CC1(C)CCCC(C)(C)N1O.CC1(C)CCCC(C)(C)N1O.CC1(C)CCCC(C)(C)N1O.CCO.CCO.CCO.CCO",
  "e_tot_ha": -3041.2815
}